[1]
Here is C15H12CrNO2S3 as an isolated structure from the Open Molecules 2025 dataset. Energies are from ωB97M-V/def2-TZVPD.

2S+1 = 5
maximum force = 0.58 eV Å⁻¹
HOMO level (alpha / beta) = -3.72 / -4.03 eV
total charge = -1
DFT total energy = -3023.23031 hartree
energy relative to the best compared isomer or geometry (same formula, charge and spin) = 0.0000 eV

XYZ file:
```
34
Properties=species:S:1:pos:R:3:forces:R:3:mulliken_charge:R:1
Cr -0.1001 -1.5194 1.6808 -0.02 0.16 -0.03 0.34
S -1.2110 -1.5234 -0.4372 0.25 0.09 -0.01 -0.57
C -0.7459 -3.1873 -0.8199 0.11 -0.39 0.42 0.29
C -0.4968 -3.5825 -2.1344 -0.21 0.38 -0.08 -0.54
C -0.0898 -4.8641 -2.4637 -0.03 0.09 -0.16 -0.45
C 0.0846 -5.7964 -1.4595 0.02 -0.16 0.05 -0.45
C -0.1515 -5.4303 -0.1456 -0.12 -0.05 0.39 -0.57
C -0.5686 -4.1468 0.2142 -0.08 0.25 -0.40 0.47
S -0.8124 -3.7238 1.9189 0.24 -0.40 -0.14 -0.46
H -0.6251 -2.8412 -2.9154 0.02 0.00 0.00 0.34
H 0.0965 -5.1176 -3.5006 0.01 -0.02 0.00 0.33
H 0.4127 -6.8032 -1.6893 0.00 -0.01 0.01 0.32
H -0.0052 -6.1547 0.6477 0.02 0.01 0.01 0.36
O -2.4200 2.3750 7.1782 -0.01 -0.01 0.00 -0.51
C -1.0729 2.4509 7.0259 0.07 0.01 -0.04 0.57
O -0.4758 3.3354 7.5832 -0.03 0.00 0.01 -0.60
C -0.4287 1.4334 6.1582 0.02 0.11 0.07 0.96
C 0.9430 1.5605 5.9208 -0.06 -0.14 -0.05 -0.42
C 1.6005 0.6713 5.0960 0.04 0.00 0.07 -0.65
C 0.9277 -0.3889 4.4597 0.19 -0.01 0.10 -0.23
S 1.7536 -1.4271 3.3339 -0.21 -0.11 0.11 -0.36
C -0.4386 -0.5365 4.7522 -0.06 0.04 0.11 -0.54
C -1.0992 0.3588 5.5708 0.04 -0.08 -0.07 -0.57
H -2.7628 1.6467 6.6484 -0.02 0.00 0.01 0.29
H 1.4772 2.3759 6.3908 -0.03 0.02 0.02 0.45
H 2.6617 0.7904 4.9112 0.00 -0.02 -0.02 0.41
H -0.9856 -1.3685 4.3226 0.02 -0.01 -0.01 0.37
H -2.1567 0.1752 5.7380 0.00 0.02 0.02 0.18
C 0.9733 2.9660 2.4856 -0.05 -0.07 -0.01 -0.92
C 0.4396 1.6625 2.1249 -0.08 0.03 -0.07 0.31
N 0.0657 0.6133 1.8698 -0.04 0.16 -0.31 -0.01
H 1.5942 2.8386 3.3714 0.00 0.07 -0.03 0.25
H 0.1599 3.6536 2.7085 0.01 0.01 0.01 0.28
H 1.5668 3.3527 1.6594 0.01 0.03 0.02 0.33
```
Forces are in eV/Å.

***

[2]
Here is a 10-piece molecular cluster, C34H94N6O11 overall from the Open Molecules 2025 dataset. Energies are from ωB97M-V/def2-TZVPD.

maximum force = 4.42 eV Å⁻¹
HOMO level = -8.57 eV
total charge = 0
DFT total energy = -2507.59185 hartree
energy relative to the best compared isomer or geometry (same formula, charge and spin) = 2.0041 eV

XYZ file:
```
145
Properties=species:S:1:pos:R:3:forces:R:3:mulliken_charge:R:1
C -3.1439 7.5871 -2.9964 0.46 -0.01 0.08 -0.73
O -2.2073 6.5656 -2.7970 1.11 -0.61 0.16 -0.24
C -2.0231 5.6982 -3.9168 -0.46 0.35 0.76 -0.77
C -1.0260 4.5795 -3.6245 0.16 0.72 2.14 0.62
C 0.4083 5.0316 -3.5130 0.56 1.54 -0.95 -1.56
N -1.2326 3.5161 -4.5667 0.08 -0.05 -0.56 -0.66
H -4.0787 7.1729 -3.3741 -0.30 0.15 0.09 0.30
H -2.7641 8.3382 -3.6891 -0.03 0.10 -0.31 0.30
H -3.2469 8.0747 -2.0270 -0.37 -0.07 -0.08 0.22
H -3.0113 5.2678 -4.0792 0.00 -0.35 -0.58 0.40
H -1.7044 6.2817 -4.7806 0.02 0.11 -0.36 0.37
H -1.2097 4.2910 -2.5896 -0.80 -0.65 0.01 0.09
H 0.6844 5.5130 -4.4512 0.33 -0.21 -0.46 0.34
H 1.1450 4.2594 -3.2915 -0.28 -0.18 0.06 0.37
H 0.5421 5.8640 -2.8221 -0.20 -0.23 0.49 0.39
H -0.3933 2.9548 -4.5902 0.10 -0.50 0.27 0.26
H -1.1452 3.9965 -5.4509 -0.36 -0.11 -0.73 0.30
C -0.2457 -0.2570 8.5174 0.35 -0.38 2.69 -0.66
O -0.6993 0.8278 7.8214 0.07 -0.02 -3.03 -0.37
C -0.8069 0.5756 6.3786 -1.67 1.36 0.79 -0.85
C -2.0929 -0.1572 5.9467 0.03 -1.87 0.12 0.56
C -2.0581 -1.7073 6.1933 0.24 1.06 0.71 -1.38
N -2.1722 -0.0520 4.4855 0.56 0.53 0.35 -0.58
H 0.7923 -0.5509 8.3615 -0.03 -0.38 -0.95 0.29
H -0.9656 -1.0714 8.5981 0.24 -0.36 -0.55 0.23
H -0.1670 0.0883 9.5482 -0.18 0.14 0.32 0.29
H -0.9279 1.5917 6.0031 0.04 0.19 -0.11 0.32
H 0.0401 0.1858 5.8140 0.48 -0.50 0.75 0.46
H -2.9819 0.3214 6.3574 0.15 0.02 0.63 0.27
H -2.6526 -2.2566 5.4633 0.22 0.17 -0.17 0.39
H -2.4028 -2.0328 7.1748 0.04 0.21 0.13 0.32
H -0.9915 -1.9205 6.1226 -0.13 -0.70 -0.24 0.32
H -3.1526 -0.1705 4.2739 -0.10 0.18 -0.50 0.24
H -1.9170 0.9169 4.3583 -0.35 0.34 -1.01 0.17
C 2.9946 0.0647 -6.0719 -0.47 -1.42 -0.57 -0.89
O 2.3594 0.8408 -7.0888 0.47 -0.23 0.91 -0.25
C 3.2953 1.2660 -8.0633 -1.58 0.52 -0.33 -0.56
C 2.5960 2.2373 -9.0638 0.16 0.48 -0.91 0.34
C 1.2257 1.8188 -9.6515 0.13 -0.71 0.66 -1.30
N 3.5347 2.4671 -10.1827 0.66 -0.13 0.31 -0.63
H 2.1816 -0.3755 -5.4946 0.21 0.21 0.25 0.26
H 3.8118 0.4115 -5.4394 -0.44 1.63 0.20 0.35
H 3.5650 -0.7667 -6.4861 -0.38 -0.53 -0.76 0.34
H 4.0701 1.7386 -7.4597 0.64 0.20 -0.90 0.32
H 3.6047 0.4171 -8.6729 0.60 -0.22 0.21 0.26
H 2.4449 3.2063 -8.5881 0.11 -0.02 0.24 0.33
H 0.7303 2.6669 -10.1241 0.15 0.04 0.02 0.35
H 0.5413 1.3750 -8.9285 0.02 0.25 0.31 0.32
H 1.3394 1.0353 -10.4007 0.25 0.01 -0.19 0.32
H 3.5799 3.3774 -10.6178 -0.37 0.04 0.41 0.23
H 3.4799 1.7806 -10.9215 -0.18 -0.13 0.16 0.22
C 0.5590 -8.2305 -4.0794 -0.09 -0.25 1.33 -0.70
O 1.7810 -7.8538 -3.4274 0.49 0.71 -0.21 -0.35
C 1.7155 -7.7840 -1.9801 -1.08 -1.45 -0.34 -0.73
C 3.0443 -7.3805 -1.3338 -0.78 -1.13 0.17 0.44
C 3.0815 -7.4643 0.1993 0.23 -0.63 -0.25 -1.46
N 3.2861 -6.0368 -1.6599 0.78 1.70 -0.71 -0.71
H 0.4294 -9.2888 -3.8528 -0.48 -0.12 -0.17 0.28
H 0.4586 -8.0777 -5.1540 1.23 0.10 -0.05 0.27
H -0.2886 -7.6551 -3.7071 -0.12 -0.01 0.53 0.29
H 0.8870 -7.1234 -1.7245 0.11 0.57 0.26 0.30
H 1.3875 -8.7474 -1.5896 0.06 -0.52 -0.07 0.43
H 3.8318 -7.9358 -1.8433 0.07 -0.58 0.37 0.29
H 3.0873 -8.4554 0.6529 -0.18 -0.19 -0.35 0.38
H 2.2391 -6.9214 0.6278 -0.01 0.16 0.00 0.34
H 4.0176 -7.0025 0.5134 -0.11 0.21 0.04 0.39
H 2.6740 -5.4647 -1.0958 -0.18 0.41 -0.23 0.24
H 3.0017 -6.0100 -2.6287 0.06 1.03 -0.31 0.30
C -6.1592 0.6567 1.5123 0.34 -0.52 0.73 -0.79
O -6.3216 1.1015 2.8488 0.25 -0.38 0.37 -0.26
C -6.7026 2.4505 2.9281 -0.73 0.74 1.23 -0.64
C -6.7917 2.9338 4.4741 -0.98 -0.41 -1.56 0.29
C -7.9420 2.0851 5.1015 1.58 0.98 0.48 -1.32
N -7.1224 4.3865 4.6030 0.51 -0.90 -0.70 -0.69
H -6.9428 1.0127 0.8435 0.10 0.32 -0.08 0.34
H -6.2161 -0.4318 1.5244 -0.07 -0.03 0.09 0.24
H -5.1442 0.9034 1.2012 -0.09 0.32 -0.55 0.28
H -6.0717 3.0790 2.2995 0.27 0.25 0.20 0.41
H -7.7145 2.4711 2.5235 -0.33 0.58 -0.14 0.24
H -5.8027 2.7318 4.8854 -0.13 0.05 0.32 0.35
H -7.6731 1.0289 5.0880 -0.59 -0.02 -0.33 0.31
H -8.8561 2.4101 4.6047 -0.12 -0.68 -0.20 0.35
H -8.0449 2.3985 6.1404 -0.01 -0.13 0.17 0.38
H -8.1256 4.4990 4.6379 -0.10 0.03 -0.08 0.25
H -6.7605 4.7987 5.4511 0.17 -0.21 0.05 0.25
C 9.9942 4.0815 2.7851 -0.38 0.86 -0.34 -0.74
O 10.0492 2.7127 2.8582 0.46 -1.68 0.96 -0.31
C 10.4197 2.0113 1.7094 -1.10 -0.60 -0.40 -0.66
C 9.8797 0.5227 1.8511 3.83 1.53 -1.59 -0.80
N 8.5471 0.4141 2.1136 -2.09 0.66 0.08 -0.20
C 8.0980 -0.9437 2.0799 -0.62 0.42 0.22 -0.60
C 6.6706 -0.8491 2.5911 -0.93 -2.35 0.41 -0.69
O 6.5066 -0.2221 3.8479 -0.44 2.01 -0.74 -0.39
C 7.1269 -0.6487 5.0240 0.15 -0.73 -0.15 -0.63
H 8.9405 4.3594 2.7581 -0.11 0.45 0.29 0.27
H 10.4199 4.4753 1.8621 0.35 0.05 -0.06 0.34
H 10.5128 4.4995 3.6479 -0.13 0.24 -0.05 0.23
H 11.4657 2.1501 1.4361 0.64 -0.73 0.68 0.43
H 9.9830 2.5386 0.8613 -0.86 -0.42 -0.38 0.40
H 10.4988 -0.0875 2.5086 0.52 0.21 0.76 0.44
H 10.0907 0.0422 0.8957 -0.03 0.08 -0.48 0.36
H 8.2750 0.8431 2.9865 0.02 0.15 0.03 0.23
H 8.7807 -1.5904 2.6311 -0.13 -0.35 0.78 0.35
H 8.1760 -1.3606 1.0758 -0.48 0.21 -0.31 0.42
H 6.1198 -1.7881 2.6463 0.76 -1.13 0.39 0.45
H 5.9746 -0.4656 1.8450 0.52 1.52 0.16 0.30
H 6.8969 0.0393 5.8375 -0.42 0.08 -0.25 0.22
H 8.2163 -0.6550 4.9873 0.24 -0.24 -0.33 0.27
H 6.7428 -1.6396 5.2664 0.23 -0.25 0.33 0.30
C -6.9093 -6.8573 1.8999 1.77 0.73 1.44 -0.98
C -5.6905 -5.9326 2.2194 -0.43 -1.12 -0.01 -0.21
O -4.6200 -6.3687 1.4122 0.24 0.37 -0.75 -0.51
H -7.3226 -6.6362 0.9158 -0.34 0.05 0.41 0.29
H -7.4937 -6.7038 2.8071 -1.08 0.01 -0.60 0.32
H -6.5829 -7.8955 1.9613 0.10 0.01 -0.28 0.27
H -5.3402 -6.0197 3.2479 -0.46 -0.32 0.42 0.28
H -5.9816 -4.8854 2.1374 0.12 0.21 -0.65 0.26
H -3.9155 -5.7166 1.4185 0.11 0.08 0.01 0.28
C -5.8891 -1.0269 -4.4042 0.52 -0.14 -1.00 -0.91
C -5.7385 -2.5845 -4.3853 0.05 1.79 -0.09 -0.27
O -7.0093 -3.1688 -4.6258 0.46 -0.07 0.30 -0.49
H -5.0732 -0.4323 -3.9932 0.13 -0.39 0.51 0.30
H -6.8350 -0.6148 -4.0526 -0.04 -0.37 0.29 0.32
H -5.8234 -0.7734 -5.4623 -0.39 0.20 -0.14 0.25
H -5.2894 -2.9321 -3.4549 -0.01 -0.20 0.04 0.23
H -5.0748 -2.7891 -5.2255 -0.09 -0.55 0.18 0.27
H -7.4851 -2.8963 -3.8378 -0.61 -0.25 -0.08 0.31
C 0.2431 -1.0079 -0.1266 0.11 -1.02 1.46 -1.07
C -0.8591 -2.0427 -0.4152 -0.30 0.96 -0.13 -0.16
O -1.4336 -2.6577 0.7327 0.24 0.24 -0.22 -0.50
H 1.1832 -1.4640 -0.4366 0.23 1.09 -0.67 0.24
H 0.4184 -0.8789 0.9414 -0.22 -0.58 0.49 0.34
H -0.0673 0.0172 -0.3292 0.59 -0.16 -1.20 0.37
H -0.5387 -2.8408 -1.0849 0.09 0.09 0.14 0.35
H -1.5974 -1.4313 -0.9339 -0.59 -0.48 -0.29 0.16
H -1.5998 -1.9167 1.3199 -0.18 -0.14 0.47 0.26
C -1.8558 5.2426 2.9569 -0.08 -0.19 -0.70 -0.95
C -0.8804 4.6239 1.8387 -1.40 0.82 2.56 0.01
O 0.3804 5.1670 2.1367 0.82 -0.11 -0.73 -0.53
H -1.9480 4.8439 3.9671 0.55 -0.86 -0.20 0.23
H -2.8875 5.3411 2.6194 -0.02 0.03 -0.27 0.33
H -1.4745 6.2419 3.1672 -0.10 0.24 -0.34 0.28
H -1.3153 4.9320 0.8879 0.37 -0.10 -0.28 0.05
H -0.7553 3.5426 1.8961 -0.27 0.07 -0.07 0.26
H 0.3296 6.1145 1.9912 0.11 0.08 0.02 0.31
```
Forces are in eV/Å.

***

[3]
Here is a 2-piece molecular cluster, C3H9NO2 overall from the Open Molecules 2025 dataset. Energies are from ωB97M-V/def2-TZVPD.

maximum force = 1.32 eV Å⁻¹
HOMO level = -8.48 eV
total charge = 0
DFT total energy = -324.93553 hartree
energy relative to the best compared isomer or geometry (same formula, charge and spin) = 1.0090 eV

XYZ file:
```
15
Properties=species:S:1:pos:R:3:forces:R:3:mulliken_charge:R:1
C 0.8225 1.0856 -0.9609 0.90 -0.16 -0.96 -0.97
C 0.7751 1.0967 0.5213 -0.25 -0.73 0.75 0.72
O -0.2102 0.8791 1.1802 -0.04 0.57 -0.04 -0.59
O 1.9995 1.1567 1.0721 0.72 0.67 -0.51 -0.45
H -0.1057 1.3558 -1.4488 -0.25 -0.23 0.27 0.32
H 1.1449 0.0724 -1.2329 -0.48 -0.08 -0.02 0.26
H 1.6228 1.6750 -1.4094 -0.02 0.35 0.44 0.36
H 1.9851 1.3370 2.0193 -0.47 -0.32 0.11 0.35
C -1.4882 -2.0461 -1.4207 -0.18 0.76 -0.10 -0.65
N -1.5047 -1.6773 -0.0245 0.61 0.14 0.65 -0.45
H -0.9267 -2.9643 -1.5823 -0.25 -0.26 -0.18 0.22
H -1.0194 -1.2768 -2.0466 0.19 0.02 0.23 0.17
H -2.4962 -2.0797 -1.8321 -0.08 -0.54 0.00 0.31
H -0.9520 -0.8758 0.2501 -0.32 -0.16 -0.18 0.21
H -2.3614 -1.7037 0.5035 -0.08 -0.04 -0.46 0.20
```
Forces are in eV/Å.

***

[4]
Here is C16H26MnN2O5 as an isolated structure from the Open Molecules 2025 dataset. Energies are from ωB97M-V/def2-TZVPD.

2S+1 = 5
maximum force = 0.29 eV Å⁻¹
HOMO level (alpha / beta) = -19.85 / -19.84 eV
total charge = +3
DFT total energy = -2261.01110 hartree
energy relative to the best compared isomer or geometry (same formula, charge and spin) = 0.6151 eV

XYZ file:
```
50
Properties=species:S:1:pos:R:3:forces:R:3:mulliken_charge:R:1
Mn -0.2518 0.4013 0.2313 0.09 0.01 -0.01 1.03
C 0.3780 -2.2419 -1.3610 0.02 -0.02 -0.04 -0.64
C 0.7210 -2.4667 0.0889 -0.07 -0.02 0.03 -0.54
O -0.1784 -1.6616 0.8789 -0.04 0.06 0.28 0.11
C -1.3287 -2.2344 1.5314 -0.01 -0.10 -0.11 -0.67
C -2.5644 -1.7362 0.8273 0.00 0.04 0.02 -0.71
O -2.3686 -0.3212 0.5750 0.03 0.04 0.00 -0.03
C -3.3498 0.2002 -0.3470 -0.02 -0.05 0.01 -0.62
C -2.7781 1.4738 -0.9114 0.02 -0.05 -0.08 -0.67
O -1.3856 1.2307 -1.2583 0.01 0.05 -0.05 0.03
C -1.0016 0.9224 -2.6332 -0.10 0.07 0.02 -0.65
C -0.6411 -0.5327 -2.6984 0.05 -0.02 -0.06 -0.70
O 0.1524 -0.8157 -1.5232 0.04 -0.01 0.05 -0.26
H -0.5414 -2.7606 -1.6399 0.00 -0.01 0.01 0.36
H 1.1868 -2.5692 -2.0146 -0.01 0.05 -0.04 0.49
H 1.7253 -2.1208 0.3216 0.02 0.00 0.00 0.23
H 0.6354 -3.5192 0.3547 -0.01 0.00 0.03 0.51
H -1.2953 -1.9147 2.5725 -0.01 0.00 0.01 0.31
H -1.2869 -3.3230 1.5080 0.03 0.00 0.01 0.51
H -3.4520 -1.8873 1.4430 -0.03 0.02 -0.02 0.50
H -2.7073 -2.2360 -0.1335 0.01 -0.02 0.00 0.39
H -4.2949 0.3902 0.1633 0.00 -0.02 0.03 0.48
H -3.5149 -0.5408 -1.1324 -0.02 0.01 -0.01 0.38
H -2.7691 2.2762 -0.1761 0.00 0.01 0.01 0.23
H -3.3264 1.8058 -1.7910 0.02 0.01 -0.02 0.56
H -0.1551 1.5678 -2.8639 0.02 -0.01 0.00 0.37
H -1.8246 1.1566 -3.3066 0.01 0.04 0.00 0.42
H -0.0651 -0.7436 -3.6009 0.02 -0.04 0.01 0.51
H -1.5269 -1.1716 -2.6839 -0.01 0.00 0.02 0.35
C 3.3846 0.3791 2.4477 0.04 0.02 0.08 -1.16
C 1.9223 0.5535 2.2666 -0.04 -0.20 -0.19 0.56
O 1.4283 0.3198 1.1094 0.01 0.16 -0.15 -0.69
N 1.1537 0.9083 3.2726 0.00 0.05 0.07 -0.02
C -0.2792 1.1850 3.1516 -0.07 0.02 -0.01 -0.58
C -0.4808 2.4194 2.3110 0.12 0.14 -0.10 0.62
C -0.6444 3.6718 2.8671 0.00 -0.05 0.07 -0.93
C -0.5988 4.7949 2.0507 0.00 0.04 0.00 -0.41
C -0.3587 4.6365 0.6937 0.00 0.04 -0.05 -0.86
C -0.2409 3.3626 0.1794 -0.10 0.00 0.16 -0.34
N -0.3372 2.2786 0.9732 -0.03 -0.23 0.01 0.82
H 3.6461 -0.6667 2.2767 -0.02 -0.01 0.00 0.33
H 3.7076 0.6719 3.4442 0.03 -0.01 -0.01 0.41
H 3.9123 0.9717 1.6997 -0.02 0.02 0.00 0.35
H 1.5973 1.0698 4.1680 0.01 0.01 0.00 0.32
H -0.6794 1.3374 4.1506 0.00 -0.02 0.01 0.75
H -0.7930 0.3127 2.7375 -0.01 -0.01 0.01 -0.40
H -0.7847 3.7684 3.9361 0.00 0.01 -0.01 0.54
H -0.7251 5.7832 2.4746 0.00 0.00 0.00 0.48
H -0.2760 5.4866 0.0302 0.00 0.00 0.01 0.51
H -0.0888 3.1964 -0.8759 0.00 -0.01 -0.01 0.45
```
Forces are in eV/Å.